Entry 1:
{
  "formula": "C30H45Cl2LuN2P",
  "method": "the ωB97M-V functional and the def2-TZVPD basis",
  "spin_multiplicity": 1,
  "mol_weight_g_mol": 710.551,
  "total_energy_ha": -3777.033761,
  "orbital_gap_ev": 4.85,
  "total_charge": -1,
  "elements": ["P", "C", "C", "C", "C", "C", "C", "C", "C", "C", "C", "C", "C", "C", "C", "C", "C", "C", "C", "H", "H", "H", "H", "H", "H", "H", "H", "H", "H", "H", "H", "H", "H", "H", "H", "H", "H", "H", "H", "H", "H", "H", "H", "H", "H", "H", "H", "H", "H", "H", "H", "H", "Lu", "Cl", "Cl", "C", "H", "C", "C", "C", "C", "C", "C", "H", "H", "H", "H", "H", "N", "C", "C", "C", "N", "C", "C", "H", "H", "H", "H", "H", "H"],
  "coordinates": [[-0.132, 0.652, -2.286], [-1.764, 0.229, -3.070], [-2.233, 1.081, -4.263], [-3.678, 0.709, -4.633], [-3.823, -0.787, -4.935], [-3.312, -1.637, -3.766], [-1.865, -1.267, -3.416], [1.264, 0.085, -3.365], [1.174, 0.503, -4.841], [2.484, 0.163, -5.570], [2.832, -1.325, -5.431], [2.889, -1.744, -3.956], [1.579, -1.413, -3.230], [-0.042, 2.506, -2.428], [-1.188, 3.156, -1.633], [-1.180, 4.681, -1.796], [0.175, 5.278, -1.398], [1.318, 4.619, -2.177], [1.314, 3.094, -2.001], [-2.454, 0.412, -2.233], [-1.579, 0.918, -5.129], [-2.189, 2.147, -4.022], [-4.005, 1.306, -5.494], [-4.335, 0.973, -3.793], [-4.870, -1.030, -5.156], [-3.243, -1.032, -5.837], [-3.944, -1.470, -2.884], [-3.376, -2.704, -4.012], [-1.506, -1.876, -2.580], [-1.220, -1.488, -4.276], [2.114, 0.607, -2.903], [3.297, 0.766, -5.139], [0.962, 1.574, -4.934], [0.346, -0.032, -5.323], [2.406, 0.441, -6.628], [3.786, -1.538, -5.928], [2.065, -1.922, -5.946], [3.100, -2.817, -3.870], [3.712, -1.215, -3.456], [1.660, -1.666, -2.172], [0.767, -2.016, -3.652], [-0.184, 2.736, -3.494], [-2.155, 2.738, -1.930], [-1.074, 2.897, -0.572], [-1.395, 4.933, -2.845], [-1.985, 5.121, -1.194], [0.338, 5.119, -0.324], [0.176, 6.363, -1.562], [2.284, 5.024, -1.852], [1.215, 4.858, -3.246], [2.126, 2.657, -2.591], [1.517, 2.831, -0.956], [0.000, 0.000, 0.000], [2.388, 0.233, -0.188], [-2.378, 0.333, 0.234], [-0.352, -1.792, -0.264], [-1.412, -2.010, -0.474], [0.442, -3.015, -0.238], [1.850, -3.059, -0.191], [2.518, -4.276, -0.184], [1.803, -5.478, -0.211], [0.407, -5.456, -0.254], [-0.264, -4.237, -0.272], [2.398, -2.122, -0.173], [3.604, -4.293, -0.152], [-0.154, -6.386, -0.276], [-1.350, -4.211, -0.311], [2.332, -6.428, -0.200], [1.653, 0.144, 6.256], [1.315, 0.095, 4.882], [1.745, -0.971, 4.084], [1.391, -1.006, 2.732], [0.629, -0.013, 2.195], [0.217, 1.041, 2.951], [0.547, 1.113, 4.306], [2.215, -0.604, 6.687], [1.331, 0.924, 6.849], [2.344, -1.769, 4.504], [1.719, -1.830, 2.124], [-0.381, 1.821, 2.499], [0.202, 1.950, 4.900]],
  "forces_ev_per_a": [[-0.070, 0.879, -3.669], [-0.021, 0.161, -0.346], [-0.152, -0.170, 0.085], [0.118, -0.018, -0.056], [-0.003, 0.025, 0.118], [0.123, 0.116, -0.115], [-0.151, -0.021, 0.040], [-0.135, 0.173, -0.380], [0.272, -0.131, 0.077], [-0.119, -0.052, -0.006], [0.011, 0.078, 0.101], [-0.139, 0.041, -0.078], [0.122, 0.126, -0.012], [-0.134, 0.025, -0.540], [0.206, 0.054, -0.059], [0.031, -0.068, 0.056], [-0.030, -0.064, -0.097], [-0.022, -0.077, 0.085], [-0.195, 0.083, -0.108], [0.071, -0.054, -0.207], [-0.078, 0.015, 0.063], [0.001, -0.085, -0.064], [-0.007, -0.059, 0.066], [0.063, -0.038, -0.072], [0.083, 0.035, 0.001], [-0.043, 0.032, 0.092], [0.069, -0.014, -0.085], [-0.002, 0.121, 0.030], [0.015, 0.139, -0.088], [-0.068, 0.029, 0.005], [-0.053, -0.044, -0.080], [-0.074, -0.066, -0.030], [0.023, -0.083, -0.011], [0.085, 0.019, 0.033], [0.038, -0.030, 0.074], [-0.083, 0.021, 0.024], [0.067, 0.067, 0.063], [-0.029, 0.131, 0.001], [-0.062, -0.041, -0.048], [-0.089, -0.053, -0.206], [0.067, 0.030, 0.082], [-0.003, 0.247, 0.048], [0.096, 0.072, 0.069], [-0.034, 0.060, -0.074], [0.038, -0.024, 0.090], [0.095, -0.024, -0.064], [-0.027, -0.009, -0.069], [0.001, -0.098, 0.016], [-0.101, -0.015, -0.030], [-0.005, -0.021, 0.105], [-0.067, 0.029, 0.089], [0.009, 0.037, -0.086], [0.515, 5.186, 4.566], [2.175, 0.690, -0.335], [-1.838, 1.095, 0.592], [-0.127, -7.644, -1.647], [0.258, -0.102, 0.379], [-1.486, 0.653, -0.195], [0.204, -0.489, 0.130], [-0.395, -0.083, 0.064], [0.313, -0.204, 0.008], [-0.055, 0.514, -0.033], [0.593, -1.061, 0.001], [0.030, -0.293, -0.010], [-0.037, -0.022, -0.015], [0.044, 0.009, -0.005], [0.134, 0.013, 0.023], [-0.024, 0.067, -0.001], [-0.078, 0.007, -0.334], [0.310, 0.050, 1.352], [-0.245, 0.145, -0.626], [-0.798, 1.774, 1.420], [0.133, 0.317, 1.540], [1.262, -1.861, 0.878], [-0.095, -0.025, -0.508], [-0.715, 0.927, -0.567], [0.395, -0.983, -0.764], [-0.007, 0.007, 0.006], [-0.140, -0.027, -0.520], [-0.054, -0.148, -0.269], [0.022, 0.001, 0.040]]
}



Entry 2:
{
  "formula": "C30H45ClO2P2W",
  "method": "the ωB97M-V functional and the def2-TZVPD basis",
  "spin_multiplicity": 3,
  "mol_weight_g_mol": 718.929,
  "total_energy_ha": -2529.738028,
  "orbital_gap_ev": [5.57, 3.45],
  "s_squared": 2.01,
  "e_above_lowest_kcal_mol": 110.7,
  "total_charge": 2,
  "elements": ["W", "C", "C", "C", "C", "C", "C", "H", "H", "H", "C", "H", "H", "H", "C", "H", "H", "H", "C", "H", "H", "H", "C", "H", "H", "H", "C", "C", "C", "C", "C", "C", "C", "C", "H", "H", "H", "H", "H", "H", "H", "H", "H", "H", "H", "H", "P", "C", "C", "P", "C", "C", "C", "H", "H", "H", "H", "H", "H", "H", "H", "H", "H", "H", "H", "H", "H", "Cl", "C", "C", "C", "C", "C", "C", "C", "O", "O", "H", "H", "H", "H"],
  "coordinates": [[-0.108, -1.219, -0.991], [-0.920, -2.754, 0.619], [0.338, -3.150, 0.036], [0.707, -1.275, 1.369], [-0.667, -1.646, 1.491], [1.358, -2.269, 0.575], [-2.168, -3.579, 0.549], [-2.316, -3.973, -0.462], [-3.049, -2.988, 0.814], [-2.124, -4.436, 1.235], [-1.590, -1.102, 2.523], [-2.630, -1.058, 2.178], [-1.317, -0.090, 2.853], [-1.575, -1.737, 3.422], [1.381, -0.147, 2.086], [1.384, -0.328, 3.176], [0.872, 0.820, 1.909], [2.421, -0.025, 1.747], [2.830, -2.543, 0.572], [3.072, -3.268, 1.362], [3.406, -1.628, 0.756], [3.197, -2.986, -0.357], [0.570, -4.423, -0.716], [0.652, -5.264, -0.009], [1.496, -4.400, -1.302], [-0.261, -4.655, -1.393], [-0.985, -0.309, -2.610], [-1.107, -1.774, -2.649], [-0.300, -2.556, -3.656], [1.191, -2.241, -3.484], [1.506, -1.587, -2.125], [2.154, -0.226, -2.227], [1.313, 0.904, -2.814], [-0.031, 0.508, -3.474], [-0.605, -2.344, -4.693], [1.570, -1.605, -4.297], [-0.496, -3.626, -3.515], [0.129, 0.040, -4.453], [-1.939, 0.203, -2.488], [-2.117, -2.155, -2.474], [-0.535, 1.464, -3.709], [1.107, 1.658, -2.045], [3.042, -0.370, -2.872], [1.928, 1.386, -3.600], [1.764, -3.176, -3.582], [2.209, -2.286, -1.666], [-3.695, 0.427, 0.463], [-4.292, 1.668, -0.730], [-4.300, -1.106, -0.343], [3.442, 0.288, -0.713], [-1.888, 0.322, -0.073], [5.139, 0.167, -1.400], [3.219, 2.084, -0.564], [-4.012, 2.661, -0.357], [-5.386, 1.584, -0.786], [-3.843, 1.487, -1.711], [-5.041, -0.853, -1.107], [-4.788, -1.742, 0.412], [-3.462, -1.648, -0.799], [3.348, 2.584, -1.531], [3.980, 2.449, 0.140], [2.230, 2.316, -0.140], [-1.334, 0.595, 0.846], [-1.672, 1.189, -0.719], [5.806, 0.521, -0.597], [5.275, 0.780, -2.303], [5.390, -0.884, -1.612], [-0.057, 6.545, 6.631], [-0.333, 5.597, 5.233], [-1.643, 5.195, 4.903], [-1.856, 4.411, 3.767], [-0.780, 4.016, 2.951], [0.515, 4.434, 3.283], [0.751, 5.219, 4.416], [-1.011, 3.104, 1.757], [-2.237, 2.875, 1.523], [0.013, 2.660, 1.167], [-2.468, 5.496, 5.536], [-2.871, 4.095, 3.517], [1.352, 4.132, 2.649], [1.750, 5.540, 4.683]],
  "forces_ev_per_a": [[-3.263, 2.507, 7.441], [0.811, -0.456, 0.031], [0.027, -0.593, 0.490], [0.348, -0.971, -0.311], [-0.017, 0.016, -0.456], [-0.400, -0.392, 0.261], [-0.329, 0.200, -0.182], [-0.034, 0.017, 0.189], [0.234, -0.222, -0.023], [0.205, 0.218, -0.111], [-0.421, 0.296, 0.164], [0.310, -0.098, 0.160], [0.000, -0.273, -0.177], [0.152, -0.027, -0.297], [-0.135, 0.437, 0.113], [0.065, 0.038, -0.411], [0.129, -0.448, 0.091], [-0.282, -0.131, 0.286], [0.059, -0.065, -0.083], [-0.109, 0.244, -0.086], [-0.026, -0.355, 0.203], [-0.067, -0.020, 0.097], [0.077, -0.386, 0.106], [0.014, 0.184, -0.189], [-0.195, 0.020, 0.101], [0.176, 0.087, 0.164], [-0.929, -0.555, -1.894], [-1.873, -0.131, -2.328], [0.021, -0.549, -0.307], [0.155, -0.214, -0.890], [2.496, -0.386, -0.923], [1.916, -0.060, -0.041], [0.216, 0.637, -0.251], [0.000, 0.160, -0.327], [-0.179, 0.073, 0.377], [-0.198, -0.107, 0.183], [0.176, 0.190, -0.002], [0.133, -0.045, 0.203], [0.420, -0.209, 0.268], [0.112, 0.009, -0.136], [0.210, -0.428, 0.188], [-0.080, 0.031, -0.144], [-0.070, -0.013, 0.114], [-0.281, 0.043, 0.550], [-0.073, 0.325, 0.163], [-0.042, 0.503, -0.084], [0.711, -0.540, -0.492], [0.054, 0.143, -0.039], [-0.540, -0.424, -0.014], [-1.048, 1.284, -2.616], [2.546, 1.090, 0.537], [0.042, -0.768, 0.562], [-0.124, -0.107, 0.905], [-0.185, -0.182, -0.259], [0.247, 0.163, -0.038], [-0.260, 0.170, 0.017], [0.068, -0.200, 0.068], [0.078, 0.054, -0.396], [-0.466, 0.141, 0.065], [0.027, -0.179, 0.088], [-0.133, 0.047, -0.213], [0.199, 0.008, -0.143], [-0.245, -0.005, -0.362], [-0.286, -0.153, 0.095], [-0.095, -0.065, -0.356], [-0.240, -0.077, 0.307], [-0.032, 0.397, 0.012], [0.015, 0.046, 0.056], [-0.271, -0.628, -0.936], [0.659, -0.100, -0.301], [0.111, 0.134, 0.168], [-0.788, 0.386, 0.746], [0.240, 0.018, -0.103], [-0.845, -0.192, -0.064], [3.865, 0.143, 0.199], [-0.431, -0.186, -0.418], [-2.323, 0.326, 0.402], [0.045, -0.036, -0.061], [0.303, 0.119, 0.148], [-0.312, 0.136, 0.225], [-0.047, -0.063, -0.086]]
}